No. 1
# C41H41BrHgN4P2

A molecular structure, C41H41BrHgN4P2 (ωB97M-V/def2-TZVPD, the OMol25 dataset).

The calculation puts the calculated total energy at -5215.94089 hartree. The multiplicity is 2. Its LUMO energy (alpha / beta) is -1.7 / -2.9 eV. The total charge is +1. The value obtained for the gap between HOMO and LUMO (alpha / beta) is 0.2449 / 0.2804 Ha. Its expectation value of S² is 0.755.

Positions of all 90 atoms, in Å:
Hg  -0.223  -0.143  0.479
Br  -7.379  0.603  0.732
P  3.021  0.427  0.348
P  -0.210  2.726  0.151
N  -0.533  -0.658  5.292
N  0.022  -2.662  -0.033
N  -2.881  -0.454  0.288
N  -0.430  -0.675  3.099
C  -3.592  -0.910  1.318
C  6.423  -1.753  0.867
C  -1.145  -0.312  4.137
C  1.815  2.337  2.098
C  1.403  -4.600  -0.186
C  0.646  6.181  -1.899
C  -4.649  3.588  1.086
C  0.648  -1.278  4.968
C  0.501  -6.836  -0.916
C  -4.940  -0.640  1.489
C  3.663  1.690  -2.122
C  -1.948  3.141  0.517
C  0.276  3.928  -1.125
C  -4.847  0.618  -0.549
C  -3.863  2.854  1.966
C  7.456  -0.831  0.795
C  -5.565  0.146  0.536
C  1.209  -3.260  0.082
C  -0.907  -4.750  -0.714
C  -1.015  -3.400  -0.425
C  4.801  0.018  0.551
C  -4.088  4.085  -0.081
C  -3.504  0.293  -0.622
C  0.665  3.261  1.691
C  2.776  0.982  -4.241
C  2.058  -0.019  -3.605
C  2.887  2.164  1.002
C  2.146  -0.164  -2.225
C  0.696  -1.279  3.608
C  3.582  1.836  -3.497
C  -2.528  2.626  1.679
C  0.284  5.305  -0.891
C  -2.747  3.862  -0.367
C  5.851  0.933  0.481
C  7.167  0.512  0.604
C  5.108  -1.327  0.750
C  2.944  0.690  -1.469
C  1.002  5.691  -3.152
C  0.641  3.444  -2.378
C  0.326  -5.381  -0.598
C  0.999  4.326  -3.391
H  1.282  3.941  -4.362
H  1.057  -7.342  -0.127
H  2.716  1.093  -5.317
H  2.274  2.748  2.999
H  -5.481  -1.027  2.340
H  -5.310  1.236  -1.304
H  8.484  -1.157  0.891
H  3.858  2.461  1.394
H  4.305  -2.052  0.817
H  -4.694  4.657  -0.772
H  -2.097  0.193  4.107
H  1.468  -1.666  2.963
H  -0.458  -7.335  -1.041
H  -3.052  -1.511  2.042
H  2.682  2.830  0.161
H  -0.075  3.313  2.492
H  -1.964  -2.883  -0.510
H  -2.897  0.662  -1.442
H  1.435  -0.692  -4.181
H  4.298  2.361  -1.556
H  -1.783  -5.303  -1.029
H  0.657  2.375  -2.562
H  2.389  -5.034  -0.076
H  -1.927  2.034  2.364
H  1.033  4.278  1.536
H  6.640  -2.802  1.021
H  1.404  1.364  2.385
H  -4.297  2.457  2.876
H  1.588  -0.953  -1.733
H  1.282  6.378  -3.939
H  -0.883  -0.491  6.219
H  -0.010  5.695  0.076
H  2.028  -2.621  0.397
H  5.657  1.986  0.322
H  -5.693  3.767  1.309
H  1.068  -6.954  -1.842
H  0.648  7.247  -1.714
H  4.148  2.615  -3.990
H  1.325  -1.651  5.715
H  -2.323  4.262  -1.279
H  7.969  1.237  0.546

No. 2
# C56H120N6O7

7 unconnected molecules or ions with the total composition C56H120N6O7 in a non-equilibrium geometry (ωB97M-V/def2-TZVPD, the OMol25 dataset).

The calculation puts the calculated total energy at -3060.16849 hartree. The multiplicity is 2. Its LUMO energy (alpha / beta) is -2.7 / -6.7 eV. The total charge is +1. The value obtained for the gap between HOMO and LUMO (alpha / beta) is 0.2488 / 0.1037 Ha. Its expectation value of S² is 0.755.

Positions of all 189 atoms, in Å:
O  -25.740  4.941  0.401
O  -23.619  6.914  -7.354
O  -15.710  8.735  3.638
O  -21.660  14.795  -7.618
O  -18.822  10.539  -1.467
O  -15.706  12.095  -2.711
O  -14.804  7.938  -10.024
N  -21.529  13.526  -8.168
N  -15.205  7.654  -8.718
N  -24.547  4.280  0.039
N  -19.015  9.180  -1.660
N  -14.979  7.796  4.376
N  -23.725  5.547  -6.956
C  -23.405  6.353  0.837
C  -23.349  2.279  -0.674
C  -15.581  6.414  4.186
C  -25.364  2.024  0.917
C  -26.099  5.504  -7.610
C  -14.729  5.421  5.054
C  -23.970  2.884  -5.662
C  -20.557  10.929  -8.955
C  -21.887  5.434  -5.177
C  -15.538  5.885  2.761
C  -13.219  5.599  4.919
C  -20.978  12.038  -9.962
C  -19.412  14.004  -9.599
C  -16.660  7.825  -8.552
C  -19.515  8.472  -0.450
C  -12.924  7.119  -8.081
C  -25.137  3.641  -6.385
C  -25.080  5.163  -6.507
C  -22.148  4.339  0.282
C  -25.480  5.740  -5.184
C  -19.864  12.746  -6.512
C  -12.884  7.080  5.313
C  -13.538  8.110  4.300
C  -23.461  4.815  0.908
C  -16.958  6.364  4.802
C  -16.315  6.248  -6.529
C  -23.523  4.355  2.351
C  -21.671  14.513  -10.440
C  -19.274  7.333  -3.197
C  -20.922  9.074  0.042
C  -22.465  4.865  -6.531
C  -18.435  8.696  0.638
C  -24.669  2.821  -0.300
C  -22.679  3.280  -6.446
C  -22.170  2.812  0.155
C  -22.270  12.415  -5.960
C  -16.997  7.601  -7.061
C  -14.465  5.325  -9.029
C  -21.271  12.525  -7.150
C  -14.988  10.503  -1.106
C  -20.657  9.404  -3.582
C  -19.710  6.954  -0.737
C  -20.866  13.553  -9.510
C  -17.622  6.936  -9.400
C  -21.332  11.111  -7.793
C  -14.345  6.615  -8.111
C  -13.267  9.542  4.849
C  -14.866  6.396  -6.649
C  -25.574  2.623  -1.512
C  -21.377  5.124  -7.666
C  -20.184  6.630  -2.147
C  -14.498  11.490  -2.208
C  -18.158  9.507  -3.908
C  -12.875  7.832  2.875
C  -17.152  9.314  -8.761
C  -19.315  8.874  -3.064
H  -21.790  6.503  -5.365
H  -12.895  5.413  3.895
H  -26.405  3.327  -1.494
H  -23.519  6.877  -8.308
H  -18.849  14.543  -8.837
H  -19.522  7.115  -4.236
H  -12.417  7.165  -9.044
H  -22.046  11.708  -5.161
H  -22.753  14.382  -10.444
H  -15.318  4.706  -8.748
H  -17.299  5.339  4.652
H  -21.342  4.508  0.995
H  -20.524  10.483  -3.658
H  -16.678  5.397  -7.106
H  -14.106  10.120  -0.592
H  -25.317  6.811  -5.300
H  -21.080  10.338  -7.067
H  -19.252  14.602  -10.496
H  -21.161  6.191  -7.723
H  -12.792  4.825  5.557
H  -22.517  5.193  -4.321
H  -23.777  3.066  -4.605
H  -20.508  6.533  -0.125
H  -15.534  10.972  -0.288
H  -23.244  1.195  -0.701
H  -13.670  10.402  4.313
H  -13.833  9.607  5.778
H  -18.840  13.080  -9.695
H  -13.855  10.988  -2.930
H  -21.231  2.350  -0.150
H  -17.418  8.550  0.273
H  -14.808  5.084  2.639
H  -22.553  15.125  -7.743
H  -22.042  11.880  -10.138
H  -20.892  5.034  -4.980
H  -17.800  7.441  -10.349
H  -20.924  9.148  -4.608
H  -26.016  3.344  -5.813
H  -26.563  5.632  -5.229
H  -13.914  12.272  -1.722
H  -25.392  3.098  -7.295
H  -21.541  9.116  -3.014
H  -22.387  6.609  1.130
H  -18.366  7.986  1.462
H  -14.419  5.358  -10.118
H  -20.520  4.493  -7.430
H  -23.547  3.271  2.464
H  -16.732  10.045  -8.070
H  -20.915  10.164  0.063
H  -22.199  2.343  1.139
H  -17.123  9.282  -3.653
H  -12.343  6.413  -7.488
H  -11.790  7.829  2.975
H  -15.418  6.751  2.110
H  -15.689  9.764  -1.494
H  -14.959  4.427  4.670
H  -21.629  4.747  -8.657
H  -19.647  12.013  -5.735
H  -24.706  1.750  1.741
H  -22.373  10.846  -7.977
H  -13.638  4.668  -8.759
H  -16.878  9.622  -9.770
H  -17.224  5.948  -9.634
H  -14.672  7.268  -6.025
H  -21.449  15.577  -10.352
H  -18.096  8.938  -4.836
H  -19.506  10.974  -8.667
H  -14.970  5.371  6.116
H  -11.810  7.070  5.129
H  -16.120  9.302  4.295
H  -18.033  7.451  -6.758
H  -20.211  5.562  -2.365
H  -15.614  12.210  -3.660
H  -21.213  6.952  -2.311
H  -25.004  5.405  -4.262
H  -13.099  8.617  2.153
H  -22.683  2.994  -7.497
H  -18.250  6.979  -3.079
H  -17.912  10.635  -1.178
H  -16.847  6.812  5.789
H  -21.234  8.595  0.970
H  -22.981  2.666  -1.625
H  -23.244  12.311  -6.438
H  -12.685  7.988  -7.467
H  -18.227  9.385  -8.597
H  -26.122  1.681  -1.504
H  -20.547  11.935  -10.958
H  -19.638  13.673  -5.984
H  -23.460  6.859  -0.127
H  -25.668  5.225  -8.571
H  -18.844  6.360  -0.444
H  -12.200  9.717  4.983
H  -21.593  8.747  -0.752
H  -25.062  2.777  -2.463
H  -19.058  12.544  -7.218
H  -22.016  4.840  -0.678
H  -21.829  2.983  -5.832
H  -17.652  6.911  4.164
H  -22.311  13.401  -5.497
H  -18.641  6.828  -9.030
H  -16.478  5.386  2.527
H  -16.554  8.372  -6.430
H  -13.060  6.822  2.509
H  -27.059  5.018  -7.436
H  -23.984  1.794  -5.693
H  -22.547  4.478  2.819
H  -26.122  6.592  -7.663
H  -20.684  9.926  -9.363
H  -24.059  6.788  1.591
H  -18.383  9.644  1.174
H  -26.142  2.611  1.405
H  -21.419  14.225  -11.460
H  -25.947  1.255  0.409
H  -14.286  5.597  -6.187
H  -24.343  4.834  2.885
H  -14.667  8.886  -9.952
H  -13.178  7.184  6.358
H  -16.658  5.975  -5.531
H  -25.939  5.407  -0.415
H  -18.075  10.589  -4.011

No. 3
# C4H9N2

A gas-phase ion, C4H9N2 (charge +1) in a non-equilibrium geometry (ωB97M-V/def2-TZVPD, the OMol25 dataset).

The calculation puts the calculated total energy at -267.02632 hartree. Its LUMO energy is -4.0 eV. The total charge is +1. The SMILES is CCC=[N+]=CN. The value obtained for the gap between HOMO and LUMO is 0.4057 Ha.

Positions of all 15 atoms, in Å:
N  0.954  0.393  -0.840
N  2.555  -1.009  0.097
C  -1.411  -0.139  0.730
C  1.663  -0.674  -0.836
C  -0.040  1.135  -0.916
C  -1.294  1.063  -0.241
H  -2.310  -0.010  1.384
H  3.390  -1.632  -0.116
H  -1.549  1.938  0.248
H  0.119  2.157  -1.447
H  -2.036  0.968  -0.966
H  -0.579  -0.223  1.366
H  1.429  -1.308  -1.665
H  2.755  -0.290  0.819
H  -1.211  -1.222  0.281

No. 4
# C17H18Br2N2O

C17H18Br2N2O in the gas phase (ωB97M-V/def2-TZVPD, the OMol25 dataset).

The calculation puts the calculated total energy at -5991.40219 hartree. Its LUMO energy is 0.5 eV. The SMILES is CN(C)C[C@@H](O)Cn1c2ccc(Br)cc2c2cc(Br)ccc21. The value obtained for the gap between HOMO and LUMO is 0.3051 Ha.

Positions of all 40 atoms, in Å:
Br  -1.049  4.531  3.083
Br  4.975  -1.710  3.107
O  0.163  -2.824  -1.844
N  -0.810  0.755  -1.864
N  -0.445  -0.926  0.632
C  3.256  -1.504  2.299
C  0.232  2.051  2.514
C  0.302  0.800  1.915
C  0.797  -1.273  1.104
C  -1.901  1.092  0.914
C  0.002  1.952  -1.769
C  2.766  -2.539  1.504
C  -0.004  -0.421  -2.120
C  1.302  -0.227  1.915
C  1.531  -2.435  0.898
C  -0.906  2.797  2.295
C  -1.869  0.925  -2.838
C  -0.716  -1.725  -1.729
C  -1.241  -1.701  -0.275
C  2.547  -0.342  2.520
C  -1.963  2.333  1.513
C  -0.760  0.323  1.106
H  0.578  -2.812  -2.713
H  0.522  2.189  -2.710
H  -1.278  -2.740  0.068
H  0.909  -0.353  -1.521
H  0.743  1.825  -0.981
H  -2.454  1.803  -2.570
H  -1.484  1.060  -3.861
H  2.944  0.446  3.139
H  1.159  -3.226  0.268
H  0.299  -0.491  -3.183
H  -1.580  -1.895  -2.390
H  -2.834  2.955  1.380
H  1.038  2.424  3.126
H  -2.250  -1.290  -0.270
H  -2.525  0.058  -2.826
H  -2.719  0.750  0.303
H  3.364  -3.427  1.363
H  -0.638  2.791  -1.504

No. 5
# C2H11N2O2

3 unconnected molecules or ions with the total composition C2H11N2O2 in a non-equilibrium geometry (ωB97M-V/def2-TZVPD, the OMol25 dataset).

The calculation puts the calculated total energy at -342.51721 hartree. Its LUMO energy is -3.3 eV. The total charge is +1. The value obtained for the gap between HOMO and LUMO is 0.3396 Ha.

Positions of all 17 atoms, in Å:
O  -1.542  -0.392  -3.127
O  -1.797  -2.891  0.673
N  2.202  2.079  1.435
N  -0.258  -0.240  -0.084
C  0.449  0.476  0.800
C  1.260  1.482  0.430
H  -2.616  -2.865  1.188
H  -0.306  -0.004  -1.062
H  3.074  1.619  1.196
H  -1.070  -1.122  -3.548
H  0.243  0.174  1.825
H  2.302  3.091  1.409
H  1.133  2.094  -0.430
H  1.833  1.903  2.366
H  -2.028  -3.540  -0.003
H  -0.412  -1.206  0.151
H  -2.466  -0.659  -3.219